Record 1
73
Properties=species:S:1:pos:R:3:forces:R:3:mulliken_spin:R:1 method="wB97M-V/def2-TZVPD" multiplicity=2 charge=-1 homo_lumo_gap_ev="6.9 / 6.1" e_homo_ev="-4.673 / -4.610" s2=0.76 e_above_lowest_kj_mol=62.4 fmax_ev_per_a=0.62
C -0.704 1.669 -3.053 -0.037 0.114 -0.003 -0.01
C -0.375 0.464 -3.667 -0.023 0.024 -0.038 0.04
P -1.318 1.552 -1.328 0.045 0.028 -0.002 -0.02
C -0.113 2.830 -5.087 0.007 -0.014 0.009 0.00
H -2.008 -0.558 1.706 -0.039 -0.004 -0.026 0.00
C 3.351 -2.716 2.639 0.031 -0.051 0.054 0.00
Se -0.008 -2.893 -1.632 0.484 0.112 0.023 -0.01
C -0.580 2.853 -3.783 0.036 -0.025 0.005 0.00
N 2.519 -1.509 0.944 -0.004 -0.338 0.290 0.00
C -3.079 2.037 -1.491 0.021 -0.075 0.017 -0.01
H 0.311 -0.516 -5.439 0.007 -0.002 -0.005 0.00
C -5.386 1.338 -1.367 0.000 0.006 -0.009 0.00
C -0.825 4.633 1.320 0.016 -0.007 -0.004 0.00
H -5.166 4.583 -2.312 -0.002 -0.003 0.000 0.00
C -1.327 3.565 0.591 -0.022 -0.008 0.077 0.00
Mg 0.806 -1.009 -0.199 -0.608 0.096 -0.082 0.00
Se -3.389 -1.767 -3.641 0.019 0.058 -0.095 0.46
C -1.187 0.040 2.077 -0.035 -0.061 -0.007 0.00
C 2.801 -2.742 1.359 0.006 0.091 -0.144 0.00
N 1.873 0.778 -0.654 0.470 -0.018 -0.226 0.00
H -0.484 -0.470 -3.129 -0.014 -0.025 0.013 -0.02
H 5.124 2.566 5.013 0.006 0.003 0.000 0.00
H -6.109 0.556 -1.173 0.005 0.001 0.006 0.00
H 3.769 4.718 3.957 0.006 0.001 -0.002 0.00
H -3.723 0.071 -0.896 -0.009 0.007 -0.035 -0.01
C -5.795 2.600 -1.763 0.035 0.003 -0.002 0.00
H -0.837 3.801 -3.329 -0.006 0.015 0.022 0.00
C -0.648 3.067 -0.522 0.023 -0.051 -0.013 0.00
H -0.015 3.756 -5.641 -0.001 -0.003 -0.002 0.00
C -3.500 3.311 -1.876 -0.001 0.022 -0.003 0.00
C 0.560 3.667 -0.873 -0.011 0.031 0.042 0.00
H 0.664 2.111 3.781 -0.004 -0.004 0.000 0.00
C -4.030 1.058 -1.225 -0.004 -0.023 0.021 0.04
H 3.688 -3.548 3.232 0.004 0.000 -0.002 0.00
C 0.374 5.229 0.951 -0.030 0.021 -0.039 0.00
C 1.065 4.740 -0.149 -0.035 -0.025 0.006 0.00
Sb -2.506 -2.951 -1.701 -0.035 -0.052 0.051 -0.03
H 1.120 3.299 -1.718 0.016 -0.013 -0.081 0.00
C 3.685 1.822 -1.473 0.034 0.022 -0.069 0.00
N 3.067 1.780 2.759 0.080 0.003 0.020 0.00
C 2.856 3.118 2.752 0.002 -0.003 0.004 0.00
C 0.222 1.619 -5.687 -0.001 0.028 -0.013 0.00
H -2.262 3.109 0.895 -0.006 0.000 -0.009 0.00
H -1.940 1.269 3.775 0.018 -0.005 -0.017 0.00
H 2.108 0.848 -2.732 -0.014 -0.015 -0.014 0.00
H 2.141 3.565 2.079 0.007 -0.014 0.000 0.00
H 2.004 5.190 -0.449 -0.003 -0.003 0.004 0.00
H 0.763 6.070 1.513 0.008 -0.001 0.011 0.00
N 0.005 -0.075 1.509 0.099 0.067 0.013 0.00
C 0.082 0.437 -4.979 -0.010 -0.005 -0.002 0.00
C 0.168 1.405 3.137 0.020 0.010 0.028 0.00
H 4.401 2.236 -2.160 0.003 0.002 -0.004 0.00
C -1.138 0.967 3.123 -0.020 0.003 0.000 0.00
B 2.370 0.792 1.841 -0.260 -0.077 -0.035 0.00
H 3.711 -0.877 3.867 0.007 0.005 0.008 0.00
H -6.849 2.818 -1.878 0.000 0.004 0.003 0.00
H -1.374 4.999 2.178 0.001 0.002 0.008 0.00
H 0.581 1.602 -6.708 -0.003 0.001 -0.002 0.00
N 0.840 0.776 2.156 0.260 0.077 0.021 0.00
C -4.848 3.591 -2.011 -0.022 -0.013 -0.004 0.00
C 2.520 1.114 -1.771 -0.169 -0.044 0.143 0.00
H -2.771 4.093 -2.055 -0.014 -0.024 -0.014 0.00
Se -3.040 -4.993 -2.947 -0.037 0.035 -0.008 0.59
N 2.880 -0.670 1.952 -0.079 0.068 -0.035 0.00
C 3.367 -1.381 2.982 0.065 0.098 -0.002 0.00
N 4.005 1.442 3.672 -0.038 0.040 -0.003 0.00
C 4.375 2.578 4.238 0.008 0.004 0.019 0.00
Se -3.491 -2.543 0.449 -0.024 0.056 0.143 -0.01
C 3.711 1.875 -0.097 -0.016 0.090 0.088 0.00
H 4.426 2.314 0.578 0.004 0.002 -0.001 0.00
C 3.682 3.677 3.696 0.001 -0.002 0.015 0.00
H 2.579 -3.582 0.720 -0.009 -0.002 -0.010 0.00
N 2.617 1.258 0.377 -0.209 -0.242 -0.100 0.00



Record 2
68
Properties=species:S:1:pos:R:3:forces:R:3:mulliken_spin:R:1 method="wB97M-V/def2-TZVPD" multiplicity=2 charge=-1 homo_lumo_gap_ev="6.3 / 6.1" e_homo_ev="-4.593 / -4.480" s2=1.14 e_above_lowest_kj_mol=0.0 fmax_ev_per_a=3.92
N 0.726 -3.200 0.649 2.588 -1.090 -0.055 -0.01
C 1.248 1.157 2.262 -0.174 -0.086 0.012 0.00
H -2.522 -6.850 -0.628 -0.063 -0.035 0.015 0.00
H 6.751 -3.380 0.067 0.062 0.017 -0.003 0.00
C 1.126 1.448 -4.054 0.061 0.064 -0.130 0.01
H -4.074 4.856 2.985 -0.007 0.021 -0.002 0.00
C 3.916 -1.528 -0.078 -0.637 -0.049 0.044 0.00
H -4.576 -5.327 0.191 -0.045 -0.036 -0.070 0.00
C 3.294 2.812 1.429 0.184 0.104 0.005 0.00
C -1.733 3.973 0.709 0.090 0.099 -0.156 0.00
S -3.088 -3.667 1.137 -0.127 -0.416 -1.021 0.01
O -2.735 0.994 -1.484 -0.513 0.252 -0.082 0.00
C 0.703 2.633 -4.634 0.020 0.076 -0.093 0.00
H 0.446 0.499 2.582 0.018 -0.014 0.112 0.01
H -5.251 -0.039 0.305 -0.182 -0.001 -0.005 0.00
C -2.554 2.054 1.862 -0.013 -0.282 0.087 -0.02
H -4.022 2.423 3.381 -0.035 -0.052 0.008 0.00
H -5.033 1.617 -0.331 -0.047 0.055 -0.014 0.00
C 2.303 1.426 3.113 0.081 -0.110 0.197 0.00
C -3.390 0.307 -0.697 -0.509 0.849 -0.910 0.02
C -3.413 4.226 2.402 -0.142 0.113 0.049 0.00
C -3.390 2.859 2.618 -0.054 0.021 0.119 0.00
O 1.086 -1.129 -0.258 1.292 -0.815 0.283 -0.03
C 5.269 -1.846 -0.099 0.350 -0.103 -0.011 0.00
H 5.974 -1.051 -0.294 0.029 0.068 -0.049 0.00
C -0.436 3.209 -2.600 -0.008 0.082 0.120 0.01
C 0.018 2.049 -1.992 -0.181 -0.157 0.820 -0.04
Ge -0.455 1.422 -0.142 0.105 0.552 -0.885 -0.08
C -2.587 -6.194 0.239 0.823 -0.188 0.452 0.00
H 2.692 -4.606 0.647 -0.028 -0.019 -0.027 0.00
H 2.200 2.969 -0.410 0.089 0.058 -0.096 0.00
C 3.428 -3.845 0.434 -0.170 0.380 -0.064 0.00
C 3.327 2.262 2.697 0.147 0.068 0.018 0.00
H 5.099 -5.165 0.518 0.016 -0.062 0.038 0.00
C 4.768 -4.147 0.369 0.194 -0.280 0.083 0.00
H -0.439 4.428 -4.360 -0.001 0.007 -0.021 0.00
H 2.574 -0.226 -0.338 -0.005 0.085 0.012 0.01
C -1.435 -3.859 0.615 2.418 1.407 1.283 0.03
H -2.846 -6.778 1.124 -0.162 0.038 -0.104 0.00
H 1.117 0.238 -2.298 0.014 -0.072 -0.042 -0.01
S -0.878 -5.529 0.545 -0.602 -0.011 -0.690 0.01
C 0.790 1.168 -2.743 0.164 -0.102 0.205 0.03
N -0.547 -2.875 0.654 -3.795 -0.979 0.005 0.03
O -2.904 -0.628 0.010 0.386 -0.835 0.539 0.01
H -2.608 5.851 1.264 0.034 0.015 0.000 0.00
H -1.084 3.879 -2.057 -0.092 0.122 0.006 0.00
C 1.553 -2.267 0.215 -2.817 0.490 -0.272 -0.01
H -5.391 0.290 -1.448 -0.047 -0.004 -0.022 0.00
H -2.555 0.982 2.025 -0.048 0.017 -0.001 0.00
H 1.709 0.739 -4.626 0.065 -0.041 -0.009 0.00
C 5.697 -3.146 0.110 -0.244 0.305 -0.020 0.00
H 2.337 0.984 4.100 -0.022 -0.030 0.042 0.00
H 4.101 3.452 1.094 0.042 0.030 -0.002 0.00
C -1.720 2.599 0.894 0.466 -0.651 -0.521 0.00
H 0.982 2.875 -5.649 -0.011 -0.017 -0.115 0.00
C -3.542 -5.052 -0.004 0.001 0.676 0.403 0.01
Rh -0.929 -0.953 -0.279 0.061 -0.078 0.279 -0.09
Se -1.160 -1.938 -2.536 0.117 0.867 0.806 1.17
O 3.556 -0.254 -0.328 0.182 -0.297 0.032 0.00
C -0.085 3.510 -3.906 -0.058 0.126 -0.099 0.00
H 4.155 2.480 3.358 0.061 -0.011 0.065 0.00
H -3.428 -4.661 -1.015 -0.136 -0.026 0.021 0.00
C -2.589 4.782 1.438 0.015 0.188 0.060 0.00
C 1.192 1.722 0.994 -0.648 -0.260 -0.527 -0.05
C 2.234 2.539 0.583 -0.200 0.075 -0.155 0.00
H -1.061 4.413 -0.016 -0.012 0.121 -0.004 0.00
C 2.969 -2.539 0.208 1.257 -0.100 -0.092 0.01
C -4.881 0.558 -0.525 0.404 -0.138 0.149 0.00



Record 3
74
Properties=species:S:1:pos:R:3:forces:R:3:mulliken_charge:R:1 method="wB97M-V/def2-TZVPD" charge=-1 homo_lumo_gap_ev="4.6 / 4.6" e_homo_ev="-2.508 / -2.512" e_above_lowest_kj_mol=265.1 fmax_ev_per_a=3.28
C -3.331 -3.446 -2.528 -0.375 -1.260 1.611 -0.67
C 4.884 4.204 -0.248 -0.023 0.210 -0.451 -0.57
H 0.105 0.772 4.599 0.013 0.070 -0.112 0.51
O -4.077 1.792 1.330 0.391 0.071 -0.162 -0.90
C 4.054 2.182 0.755 0.202 0.275 0.135 -0.33
C 3.638 2.641 -1.604 -0.095 -0.270 0.269 1.37
N 2.029 -0.625 2.208 -0.419 0.091 -0.053 -0.15
C -3.138 -3.608 -1.168 -0.269 0.045 -1.339 -0.99
H -2.305 4.193 -4.149 0.040 0.026 -0.058 0.39
C -2.763 2.226 -0.872 0.141 -0.120 0.400 0.32
N 2.886 0.587 -0.546 -0.180 -0.304 -0.398 -0.16
O -1.216 -1.566 1.226 -0.179 -0.338 0.125 -0.34
O -0.511 3.282 1.212 0.050 -0.425 -0.449 -1.12
C 3.020 2.229 -2.805 -0.180 -0.347 -0.043 -1.38
H -4.752 1.860 -1.513 -0.070 0.000 -0.045 0.49
S -0.122 2.699 -0.097 0.809 2.674 1.716 2.70
C 0.858 -1.585 -0.725 1.255 -0.253 -0.429 1.39
C 2.328 0.226 -1.684 0.453 0.038 0.482 0.88
H -4.477 3.137 -3.638 -0.079 0.006 -0.028 0.38
O -0.802 0.425 -1.929 -0.019 0.336 -1.458 0.18
O -1.785 0.977 1.267 -0.038 -0.116 -0.264 -0.80
O -1.462 0.255 -4.070 0.203 -0.239 0.813 -0.80
C 2.069 -3.371 -2.599 -0.015 -0.134 -0.055 -0.97
C 4.728 3.370 0.867 -0.176 -0.324 0.247 -0.72
H -0.412 3.957 -2.534 0.022 0.067 -0.100 0.54
C -2.438 3.651 -3.225 -0.104 0.060 0.056 -0.71
C -2.326 -2.670 -0.492 0.250 -0.196 2.185 0.41
H 1.464 1.369 2.069 0.247 0.170 0.295 -0.66
C 2.355 -2.021 -2.629 -0.057 0.183 -0.090 -0.50
O -2.457 -3.395 1.814 0.137 0.016 0.018 -0.68
H 0.899 -1.543 3.798 -0.036 0.210 0.038 0.33
C -3.822 2.353 -1.756 -0.045 0.040 -0.078 -0.82
C -1.996 -2.528 0.862 -0.945 -1.024 -1.078 -0.29
O -3.443 -0.103 -0.078 -0.205 0.543 0.064 -0.74
C -1.385 3.534 -2.338 0.166 -0.109 0.099 -0.59
C 0.403 0.537 3.576 -0.204 -0.695 0.126 -0.06
H 5.430 5.133 -0.150 -0.029 0.040 -0.008 0.37
C 0.711 -2.981 -0.660 0.140 0.035 0.465 -0.64
H 2.634 -1.428 2.090 0.021 0.129 -0.140 0.38
C 4.338 3.851 -1.457 0.141 0.192 0.155 -0.92
C 1.784 -1.146 -1.704 -0.182 -0.482 0.319 -0.10
C -1.383 -0.185 -2.931 -0.401 0.201 -1.779 0.05
C -1.544 2.806 -1.167 0.003 0.094 0.171 -0.38
N 0.988 1.722 2.923 -1.045 1.122 -1.056 0.23
H 2.212 -0.436 4.264 -0.125 -0.080 -0.018 0.40
N -1.727 -1.656 -1.188 -0.016 0.758 -0.176 1.67
H -2.942 -2.182 -4.263 -0.018 0.062 -0.019 0.58
H 2.468 -4.036 -3.355 0.094 -0.029 0.016 0.35
H 5.135 3.680 1.822 0.036 -0.038 0.013 0.40
H 1.857 0.685 -3.736 -0.038 0.029 -0.031 0.47
C -1.977 -1.472 -2.493 -1.132 -1.405 -1.083 0.04
C -3.661 3.064 -2.935 0.078 -0.071 0.153 -0.63
H 3.921 1.518 1.599 0.018 -0.118 0.031 0.56
C 2.366 1.028 -2.846 0.130 0.521 -0.134 -0.28
C 1.277 -3.858 -1.572 0.011 -0.012 0.044 -0.81
H 0.104 -3.418 0.128 -0.046 0.076 -0.138 0.46
H -0.484 0.257 3.004 0.026 0.155 0.029 -0.22
C 1.414 -0.608 3.527 0.081 -0.093 -0.001 -0.67
H -2.196 -3.028 2.667 0.008 0.021 -0.080 0.33
H 3.049 -1.634 -3.365 0.016 0.045 -0.074 0.43
C -2.765 -2.360 -3.212 1.402 1.989 0.146 -1.04
H 0.245 2.418 2.497 0.766 -0.712 0.317 0.48
H 1.336 -0.668 1.440 0.562 -0.292 0.376 -0.65
H -3.940 -4.164 -3.062 -0.031 0.004 -0.006 0.42
H 4.426 4.510 -2.311 0.028 0.027 -0.040 0.38
H -3.595 -4.419 -0.620 -0.019 -0.026 0.001 0.54
C 3.508 1.781 -0.482 0.127 0.330 -0.329 -0.12
H 3.052 2.874 -3.673 0.027 0.033 -0.043 0.36
O 0.898 3.511 -0.711 -0.023 -0.370 -0.555 -0.86
S -3.053 1.154 0.536 -2.378 0.255 0.650 1.55
Ti -0.764 -0.297 -0.216 0.429 -2.004 1.181 -1.16
H 1.077 -4.920 -1.495 -0.005 -0.023 0.022 0.44
H 1.655 2.214 3.512 -0.007 -0.038 -0.177 0.39
O 0.353 1.307 0.122 0.683 0.699 -0.193 1.27



- Look up the charge of the third one.
  -1